# C36H34BN6W

A molecular structure, C36H34BN6W in a non-equilibrium geometry (ωB97M-V with the def2-TZVPD basis set, the OMol25 dataset).

Computed properties:
Net charge: +3
Spin multiplicity: 3
Highest occupied orbital energy (spin up / spin down), eV: -16.36 / -16.35
Frontier orbital gap (spin up / spin down), eV: 5.15 / 5.32
LUMO energy (spin up / spin down), eV: -11.209 / -11.033

Cartesian coordinates (Å):
W -0.25874 0.62371 0.22607
C -2.33103 2.49659 0.75432
C -1.47957 2.22515 -0.32977
C -0.11420 2.71217 -0.30031
C 0.23836 3.53424 0.80434
C -0.71397 3.95617 1.75933
C -2.01871 3.41850 1.74009
H -3.32698 2.01910 0.79642
H -1.94220 2.02632 -1.31369
H 0.45439 2.85942 -1.20038
H 1.23805 3.97235 0.97958
H -0.34737 4.73182 2.45053
H -2.76435 3.77631 2.46384
C 2.50358 -1.21580 4.23569
C 2.39422 -0.37760 2.96261
C 3.22197 0.70113 2.54668
C 2.65403 1.23252 1.38847
N 1.46626 0.50805 1.16324
N 1.43756 -0.55441 2.04761
B 0.69656 -1.83371 1.68726
N 0.67318 -2.07641 0.09547
N 0.26089 -1.06259 -0.79937
C 0.37731 -1.53754 -2.09836
C 0.92304 -2.82667 -1.97090
C 1.06364 -3.12162 -0.59153
C 1.75949 -4.33480 0.01599
C 0.04910 -0.83272 -3.32248
C -0.04519 0.56663 -3.42773
C -0.17101 1.19622 -4.64404
C -0.26043 0.44213 -5.82850
C -0.31790 -0.91331 -5.77050
C -0.09328 -1.54203 -4.55587
N -0.81857 -1.35854 2.18296
N -1.49969 -0.59441 1.24894
C -2.83049 -0.89859 1.37561
C -2.98004 -1.78308 2.45579
C -1.68276 -2.02016 2.98007
C -1.30088 -2.67964 4.25617
C -3.89085 -0.69829 0.33693
C -5.21193 -0.90536 0.75936
C -6.24775 -0.92522 -0.14524
C -5.96312 -0.75440 -1.53097
C -4.65893 -0.52981 -1.94130
C -3.58621 -0.47556 -1.00558
C 3.49550 1.98679 0.40534
C 4.46873 2.87454 0.93753
C 5.39536 3.54996 0.14355
C 5.41474 3.21777 -1.20760
C 4.37292 2.41904 -1.77213
C 3.40622 1.86588 -0.96449
H 3.42373 -0.94992 4.81230
H 2.46876 -2.31408 4.00901
H 1.64963 -0.95799 4.86007
H 4.19494 1.01386 2.90537
H 1.11481 -2.76253 2.35071
H 1.23635 -3.46325 -2.77375
H 1.76418 -5.15801 -0.72764
H 1.18317 -4.68433 0.88481
H 2.79132 -4.15143 0.27544
H 0.04586 1.19038 -2.56387
H -0.23124 2.30238 -4.65482
H -0.20811 1.01276 -6.76867
H -0.42009 -1.55062 -6.70309
H 0.06878 -2.65785 -4.56203
H -3.94719 -2.31379 2.64039
H -1.64114 -2.09276 5.10867
H -0.22463 -2.94518 4.21167
H -1.91912 -3.57997 4.29880
H -5.39011 -0.98540 1.83544
H -7.25106 -1.10897 0.18593
H -6.74690 -0.80292 -2.32465
H -4.42387 -0.23933 -2.97544
H -2.54857 -0.23322 -1.33837
H 4.52557 2.95907 2.03445
H 6.10092 4.27965 0.61417
H 6.23776 3.60093 -1.83715
H 4.45287 2.27527 -2.83077
H 2.58439 1.25697 -1.44603

Forces on atoms 1 to 6 (eV/Å):
W -0.870 -5.248 -0.805
C -1.615 -0.397 0.663
C -0.052 1.650 -1.566
C -0.197 2.347 0.695
C -0.136 0.934 0.895
C 0.734 -0.151 -0.293

***

# C6H7F3O4S

C6H7F3O4S in the gas phase in a non-equilibrium geometry (ωB97M-V with the def2-TZVPD basis set, the OMol25 dataset).

Computed properties:
Energy relative to the best compared isomer or geometry (same formula, charge and spin), eV: 0.000
Highest occupied orbital energy, eV: -9.73
Frontier orbital gap, eV: 10.24
LUMO energy, eV: 0.511

Cartesian coordinates (Å):
C -1.79492 -0.19734 0.16745
C -0.56286 -1.03838 0.49616
C -0.88511 -2.52556 0.61872
O 0.45246 -0.83838 -0.49044
S 1.44862 0.32708 -0.10346
O 2.75914 -0.05598 -0.46244
C 0.73117 1.83291 -0.44851
C 1.16360 2.31058 -1.77160
F 2.45291 2.72279 -1.88932
F 1.02538 1.32966 -2.69171
F 0.42936 3.34524 -2.20216
O 1.18845 0.16819 1.51336
C 0.06410 -0.53823 1.79958
O -0.33141 -0.71464 2.90366
H -2.53030 -0.29122 0.96113
H -2.21520 -0.55076 -0.77086
H -1.50863 0.84458 0.05150
H -1.56890 -2.66118 1.45344
H 0.02260 -3.08922 0.80688
H -1.34429 -2.88280 -0.29617
H 1.00383 2.50264 0.35478

Forces on atoms 1 to 6 (eV/Å):
C 0.166 -0.031 -0.031
C -1.043 -0.168 0.795
C 0.287 0.410 -0.102
O 0.861 -0.087 -0.647
S -1.456 0.971 0.731
O 0.071 -0.225 -0.118

***

# C42H36F12N7O4S2Ti

A molecular structure, C42H36F12N7O4S2Ti in a non-equilibrium geometry (ωB97M-V with the def2-TZVPD basis set, the OMol25 dataset).

Computed properties:
Net charge: -1
Energy relative to the best compared isomer or geometry (same formula, charge and spin), eV: 2.615
Highest occupied orbital energy, eV: -4.79
Frontier orbital gap, eV: 6.51
LUMO energy, eV: 1.716

Cartesian coordinates (Å):
Ti 0.34015 0.04736 -0.47012
C -5.05622 2.98565 -0.34715
C -4.94941 1.53731 -0.81747
N -3.85670 1.32752 -1.75662
C -2.56791 1.12381 -1.35767
S -1.56289 0.26395 -2.43722
N -2.23065 1.66753 -0.19886
N -1.08714 1.26143 0.36309
C -0.70892 1.78287 1.49244
C -1.38084 2.95974 2.11934
C 0.26239 0.99161 2.23124
C 0.72730 1.28160 3.50624
C 1.46314 0.33014 4.18982
C 1.68983 -0.89924 3.59959
C 1.20848 -1.11454 2.32109
N 0.55893 -0.18034 1.64045
H -5.86292 3.08019 0.38260
H -4.11640 3.28117 0.11233
H -5.26239 3.65186 -1.18574
H -4.81330 0.88378 0.04978
H -5.87072 1.25119 -1.32673
H -4.06629 0.84146 -2.61053
H -2.10320 3.36647 1.41788
H -1.89005 2.65950 3.03703
H -0.63917 3.72541 2.35496
H 0.48412 2.22682 3.96969
H 1.80247 0.52334 5.19862
H 2.21425 -1.68801 4.11829
H 1.33040 -2.06943 1.82888
C 5.84920 -3.52876 2.26290
C 5.03651 -2.40533 1.67608
C 5.18137 -1.08867 2.08342
C 4.38425 -0.08254 1.57643
C 3.34441 -0.31748 0.64987
N 2.44547 0.61929 0.18597
C 2.71969 1.97573 0.30757
C 3.24555 2.60563 1.45239
C 3.87346 3.83759 1.38460
C 3.97174 4.52929 0.18626
C 4.82927 5.75543 0.03587
C 3.21722 4.04679 -0.87588
C 2.54554 2.83663 -0.80253
C 1.51607 2.48543 -1.85899
O 0.80574 1.34912 -1.58208
C 2.11988 2.42675 -3.30921
F 1.92591 3.57831 -3.99521
F 1.56272 1.45812 -4.03146
F 3.44862 2.23449 -3.31621
C 0.43862 3.63220 -1.84058
F 0.87089 4.87159 -2.13996
F -0.57003 3.36564 -2.67535
F -0.07182 3.71571 -0.59750
C 3.30339 -1.65358 0.14125
C 4.11038 -2.65035 0.67353
C 2.30297 -1.97585 -0.95741
O 1.02463 -1.58683 -0.60465
C 2.67326 -1.30266 -2.33957
F 3.33991 -0.15657 -2.22975
F 1.55027 -1.04974 -3.02980
F 3.43256 -2.08693 -3.12569
C 2.17152 -3.48948 -1.29756
F 1.73978 -4.18003 -0.23015
F 3.30114 -4.09412 -1.71824
F 1.26784 -3.66253 -2.27592
H 6.53164 -3.15793 3.02730
H 6.43680 -4.02843 1.48992
H 5.19989 -4.27820 2.71991
H 5.92860 -0.83693 2.82867
H 4.58997 0.92087 1.89980
H 3.14063 2.11597 2.40926
H 4.31426 4.25775 2.28233
H 5.18172 6.10803 1.00486
H 4.28393 6.56131 -0.45793
H 5.70133 5.52899 -0.58212
H 3.16544 4.62729 -1.78858
H 4.03866 -3.66284 0.30649
C -7.31558 2.73856 4.09763
C -6.20250 1.73608 3.93505
C -5.37538 1.78806 2.81672
C -4.34403 0.87548 2.64824
C -4.14237 -0.10108 3.60785
C -4.95370 -0.16780 4.72932
C -5.98011 0.74941 4.89153
S -2.80849 -1.29170 3.52462
O -3.41697 -2.57664 3.82194
O -1.86337 -0.82577 4.52223
N -2.26816 -1.05234 2.05420
C -1.84948 -1.99677 1.19064
C -1.83630 -3.39329 1.48064
C -1.62707 -4.30253 0.48421
C -1.46371 -3.84680 -0.82371
C -1.37405 -2.49314 -1.01789
N -1.48602 -1.55600 -0.05755
H -7.90316 2.81116 3.18152
H -6.90773 3.72933 4.30827
H -7.98018 2.45750 4.91362
H -5.55190 2.55498 2.07108
H -3.69040 0.90930 1.78437
H -4.76729 -0.94759 5.45641
H -6.61916 0.69823 5.76540
H -2.02360 -3.70353 2.49440
H -1.60701 -5.36375 0.70277
H -1.35985 -4.52868 -1.65517
H -1.19481 -2.12264 -2.01738

Forces on atoms 1 to 6 (eV/Å):
Ti -0.437 0.060 0.455
C -0.094 -0.085 -0.185
C 0.109 0.304 0.138
N 0.093 0.024 -0.017
C 0.332 0.019 -0.115
S 0.013 -0.186 0.114